Record 1
# C48H42F9N4O3SSb2Ti

A structure of composition C48H42F9N4O3SSb2Ti at a distorted geometry (the ωB97M-V functional and the def2-TZVPD basis, the OMol25 dataset).

```
110
Properties=species:S:1:pos:R:3:mulliken_spin:R:1
Ti 0.56341 -2.94702 -0.85262 0.654
C -3.27574 4.43198 -0.69641 0.000
C -2.04266 5.26139 -0.36282 0.000
C -0.81032 4.97330 -1.17990 0.000
Sb 0.44368 3.20574 -0.70375 0.003
C 0.73168 3.87972 1.38130 0.000
C 0.77836 2.92214 2.44334 0.000
C 1.14017 3.37890 3.74370 0.000
C 1.22713 4.76793 3.93215 0.000
C 1.00661 5.67176 2.93132 0.000
C 0.82857 5.24101 1.62033 0.000
C 2.34156 4.03042 -1.29449 0.001
C 3.49858 4.15755 -0.52480 -0.001
C 4.65851 4.62978 -1.08351 0.000
C 4.71733 4.90534 -2.46701 0.000
C 3.53742 4.90628 -3.20052 0.000
C 2.34364 4.45221 -2.60822 -0.001
Sb -3.04891 2.26322 -0.41598 0.000
C -5.03776 1.95442 -1.29573 0.000
C -5.88636 1.20378 -0.55586 0.000
C -7.11985 0.81290 -1.01647 0.000
C -7.54003 1.20367 -2.29197 0.000
C -6.63112 1.85775 -3.10751 0.000
C -5.37249 2.19056 -2.60149 0.000
C -3.65531 2.25445 1.65153 0.001
C -4.02257 3.40882 2.40077 0.000
C -3.80797 3.47294 3.78998 0.000
C -3.42391 2.32282 4.49038 0.000
C -3.22964 1.16615 3.78207 0.000
C -3.42204 1.08574 2.34881 0.000
H -3.65684 4.59620 -1.68137 0.000
H -4.13274 4.68458 -0.05842 0.000
H -1.80239 5.14112 0.69561 0.000
H -2.24334 6.29125 -0.44420 0.000
H -0.13756 5.86242 -1.07110 0.000
H -1.11181 4.77462 -2.19411 0.000
H 0.71362 1.82485 2.28832 0.000
H 1.20309 2.65052 4.60432 0.000
H 1.49463 5.15560 4.92226 0.000
H 0.98760 6.77552 3.01660 0.000
H 0.94218 5.91006 0.77197 0.000
H 3.57124 3.90736 0.55018 0.000
H 5.49060 4.79773 -0.36775 0.000
H 5.70469 5.03078 -2.90454 0.000
H 3.55194 5.11926 -4.26067 0.000
H 1.40021 4.34215 -3.21040 0.000
H -5.59060 0.95813 0.43176 0.000
H -7.75747 0.16643 -0.41349 0.000
H -8.49841 0.77019 -2.68836 0.000
H -6.88144 1.98276 -4.13835 0.000
H -4.65334 2.60141 -3.31392 0.000
H -4.29733 4.36213 1.99149 0.000
H -3.93893 4.44034 4.30432 0.000
H -3.23753 2.43761 5.56960 0.000
H -2.85458 0.25729 4.35862 0.000
H -3.25481 0.12153 1.91633 0.000
S 7.75039 -5.40109 1.32817 -0.004
N 6.91738 -4.25546 2.15327 0.001
C 5.72314 -4.10546 1.66526 -0.001
C 4.77897 -3.08577 1.99983 -0.002
C 5.02097 -2.07114 2.92033 0.013
C 4.05365 -1.02091 2.97245 0.001
C 3.02502 -0.87591 2.14136 0.004
N 2.73543 -1.97284 1.24446 -0.005
C 3.61365 -3.09739 1.20254 0.007
C 3.26048 -4.20742 0.32276 0.041
N 2.04014 -4.19036 -0.33430 -0.013
C 1.78781 -5.28676 -1.18161 0.049
C 2.75190 -6.14095 -1.62799 0.010
C 3.99798 -6.13212 -1.07631 0.021
C 4.26606 -5.17768 -0.06604 -0.003
C 5.47950 -5.05162 0.62312 -0.007
N 6.55502 -5.74455 0.26449 -0.003
H 5.90971 -2.04352 3.54643 -0.001
H 4.27283 -0.33242 3.77933 0.000
H 2.35315 -0.09256 2.05907 0.002
H 0.72715 -5.49674 -1.34905 -0.009
H 2.51147 -6.94019 -2.31463 0.002
H 4.84493 -6.67691 -1.47125 0.000
O 0.97679 -0.78306 0.21161 0.129
C 1.60734 -1.85998 0.36309 -0.001
C -0.86805 -4.22228 -3.77244 0.014
C 0.35502 -3.35373 -3.90163 -0.001
O 0.52084 -2.43019 -2.80017 0.006
C 1.16156 -1.14106 -3.10123 0.003
C 2.59634 -1.28201 -3.58421 0.015
H -1.63274 -3.75503 -3.19761 -0.002
H -0.59163 -5.22473 -3.38109 -0.001
H -1.30514 -4.26757 -4.78474 0.001
H 0.37908 -2.80364 -4.88677 0.000
H 1.27083 -3.94996 -3.90870 -0.004
H 1.00057 -0.58404 -2.19608 -0.005
H 0.54244 -0.73118 -3.92490 0.003
H 3.05633 -2.19787 -3.29322 -0.007
H 3.09390 -0.32458 -3.26391 0.004
H 2.56754 -1.27094 -4.66259 0.000
F -3.41981 -2.39717 0.54309 0.001
C -3.18472 -3.68869 0.43368 0.003
F -3.25685 -4.10940 -0.83964 0.000
F -4.23663 -4.35672 1.02824 0.000
C -1.80612 -4.06570 1.07374 -0.035
O -0.83317 -3.63566 0.10504 0.077
C -1.72934 -5.59038 1.31021 0.006
F -0.58473 -5.90689 1.96437 0.000
F -1.75464 -6.22652 0.09915 0.001
F -2.79894 -6.15697 2.00206 0.000
C -1.59218 -3.30444 2.36505 0.023
F -1.56985 -1.96939 1.99265 0.004
F -0.31884 -3.57618 2.89784 0.001
F -2.52262 -3.46176 3.37605 0.002
```

As for the spin multiplicity: 2. Its expectation value of S² is 0.7607. As for the total energy: -4925.322664 Eh. Its charge is +2. The frontier orbital gap (alpha / beta) comes out at 2.767 / 2.732 eV.

Record 2
# C6H12O2

A cluster of 2 separate species, C6H12O2 in total at a distorted geometry (the ωB97M-V functional and the def2-TZVPD basis, the OMol25 dataset).

```
20
Properties=species:S:1:pos:R:3:mulliken_charge:R:1
O 1.07581 3.82339 0.94115 -0.508
C 1.27722 2.57160 0.99522 0.055
C -1.22030 2.13958 1.65655 -0.985
C 0.22381 1.55748 1.55511 0.029
H 2.22339 2.07861 0.66445 0.310
H -1.66409 1.57200 2.49172 0.286
H -1.80575 1.93789 0.74376 0.299
H -1.28818 3.21601 1.88737 0.316
H 0.57613 1.37408 2.58840 0.279
H 0.35918 0.62010 0.98200 -0.074
O 0.58302 -1.86072 -3.33108 -0.497
C 1.13809 -2.31740 -2.33337 0.065
C -1.03137 -1.64682 -1.10764 -0.789
C 0.29906 -2.34459 -0.98305 -0.431
H 2.14681 -2.78614 -2.23119 0.329
H -1.04992 -0.60200 -0.75465 0.116
H -1.73068 -2.23828 -0.49303 0.276
H -1.37681 -1.67055 -2.15488 0.317
H 0.96619 -1.97367 -0.18130 0.326
H 0.29839 -3.45057 -0.93553 0.281
```

As for the total energy: -386.233315 Eh. Its charge is 0. The structure (SMILES) is CCC=O.CCC=O. The frontier orbital gap comes out at 10.536 eV.

Record 3
# C26H25N4O2ReSe

A structure of composition C26H25N4O2ReSe at a distorted geometry (the ωB97M-V functional and the def2-TZVPD basis, the OMol25 dataset).

```
59
Properties=species:S:1:pos:R:3:mulliken_spin:R:1
Re -0.14121 0.09427 -0.90989 2.006
C -0.61517 -2.41430 -2.76031 -0.014
C 0.88134 -2.17879 -3.07570 0.035
C 1.76983 -2.04657 -1.87935 -0.045
C 2.78572 -2.94193 -1.58717 0.000
C 3.81794 -2.61884 -0.72067 -0.014
C 3.75067 -1.39813 -0.06070 0.009
C 2.73411 -0.51379 -0.37480 -0.007
N 1.63706 -0.90411 -1.13221 -0.016
N -1.34792 -1.30854 -2.01082 0.042
C -2.04872 -0.40078 -2.99079 0.037
C -2.62769 0.80746 -2.24044 -0.011
C -3.80006 1.46117 -2.58784 0.014
C -4.26275 2.52457 -1.84486 -0.019
C -3.57121 2.89886 -0.68152 0.010
C -2.44563 2.22193 -0.32401 -0.020
N -1.96593 1.18603 -1.11081 -0.014
C -2.33755 -1.97983 -1.06233 -0.022
C -1.97857 -1.81819 0.37311 0.058
C -2.70383 -2.50668 1.35976 -0.009
C -2.31202 -2.42138 2.67496 0.018
C -1.14051 -1.70518 2.97989 -0.012
C -0.44584 -1.05701 2.00108 0.000
N -0.93350 -1.04979 0.72059 -0.022
H -0.67467 -3.32927 -2.11880 -0.005
H -1.11659 -2.69355 -3.73627 -0.003
H 0.95882 -1.24816 -3.69451 0.017
H 1.19898 -3.06382 -3.69712 0.001
H 2.83155 -3.87076 -2.17704 0.000
H 4.65180 -3.28496 -0.60293 -0.001
H 4.46586 -1.09772 0.69529 0.001
H 2.80387 0.47888 -0.00834 -0.014
H -2.81270 -0.95404 -3.55392 0.006
H -1.28882 -0.07702 -3.73156 -0.024
H -4.30997 1.21157 -3.52833 0.002
H -5.21255 2.99120 -2.05657 -0.001
H -3.90348 3.77207 -0.09258 0.002
H -1.89233 2.46565 0.57076 -0.001
H -2.37644 -3.07734 -1.30047 -0.004
H -3.31009 -1.56062 -1.23105 0.002
H -3.54418 -3.17882 1.04737 0.000
H -2.87409 -2.85133 3.48665 0.001
H -0.74469 -1.71548 3.97120 0.000
H 0.41886 -0.43915 2.11868 0.015
O 0.48568 3.45066 0.41436 0.031
C 0.84336 2.44985 1.02159 0.012
O 0.65409 1.17489 0.64395 0.027
C 1.72922 2.56928 2.24266 0.004
C 2.51354 1.48788 2.70550 0.001
C 3.50978 1.74065 3.62060 0.000
C 3.69630 3.02732 4.17077 -0.001
C 2.82284 4.04928 3.86523 0.001
C 1.85574 3.82889 2.86333 0.000
H 2.41691 0.50345 2.30346 -0.005
H 4.17990 0.94813 3.90858 0.000
H 4.50206 3.17714 4.87984 0.000
H 2.88103 5.03234 4.37385 0.000
H 1.23241 4.70281 2.56678 0.000
Se 0.70944 1.44967 -2.69615 0.930
```

As for the spin multiplicity: 4. Its expectation value of S² is 3.7802. As for the total energy: -3854.812006 Eh. Its charge is +1. The frontier orbital gap (alpha / beta) comes out at 6.876 / 6.219 eV.

Record 4
# C25H18MoN5O3Se2

A structure of composition C25H18MoN5O3Se2 at a distorted geometry (the ωB97M-V functional and the def2-TZVPD basis, the OMol25 dataset).

```
54
Properties=species:S:1:pos:R:3:mulliken_charge:R:1
Mo -0.14868 -0.00598 0.06093 -0.463
O 3.99224 -1.21948 3.50994 -0.547
C 2.88222 -1.23888 4.21845 0.476
C 2.97898 -1.55908 5.57541 -0.758
C 1.85388 -1.61633 6.35758 -0.383
C 0.57241 -1.33962 5.82738 -0.863
C 0.44812 -1.00285 4.51642 -0.433
C 1.59108 -0.94085 3.67089 0.032
C 1.43387 -0.61193 2.31278 1.311
O 0.21310 -0.27278 1.81171 -0.163
N 2.40354 -0.60079 1.42916 -1.337
N 1.97426 -0.33145 0.17426 1.008
C 2.80387 -0.36924 -0.82253 -0.310
C 2.44256 -0.23194 -2.20511 1.146
C 3.39897 -0.42697 -3.20191 -1.028
C 3.04768 -0.34562 -4.54166 -0.743
C 1.74251 -0.04247 -4.91265 -0.646
C 0.77012 0.16961 -3.94314 -0.818
C 1.12323 0.06082 -2.61149 0.349
O 0.21050 0.22034 -1.62006 0.150
H 3.82405 -1.09569 2.56232 0.451
H 3.96088 -1.77373 5.97516 0.499
H 1.94367 -1.89056 7.40042 0.432
H -0.29589 -1.39804 6.46782 0.461
H -0.52379 -0.79477 4.08907 0.381
H 3.84717 -0.55173 -0.58248 0.527
H 4.41974 -0.65488 -2.91974 0.487
H 3.79727 -0.51920 -5.30189 0.462
H 1.47788 0.03363 -5.95836 0.485
H -0.25193 0.40840 -4.20998 0.522
Se -1.86868 2.49473 -0.70445 0.184
Se -2.38362 1.35148 1.31338 0.224
C -3.04690 -0.25936 0.45220 0.382
C -4.36690 -0.63111 0.50310 -0.706
C -4.74997 -1.77035 -0.20613 -0.199
C -3.79249 -2.46135 -0.93464 -1.001
C -2.47716 -2.03264 -0.91618 0.027
N -2.10413 -0.94600 -0.21828 0.325
C -0.10118 3.06786 -0.16807 0.335
C 0.24729 4.39458 -0.31249 -0.703
C 1.49728 4.79925 0.14233 -0.329
C 2.31825 3.86407 0.75587 -0.928
C 1.89627 2.55018 0.84776 -0.224
N 0.71021 2.14419 0.37076 0.618
H -5.07874 -0.04678 1.07172 0.517
H -5.78251 -2.09564 -0.19875 0.481
H -4.05145 -3.33978 -1.50947 0.471
H -1.70582 -2.57402 -1.44512 0.570
H -0.44984 5.09499 -0.75415 0.488
H 1.80708 5.83172 0.04571 0.473
H 3.27904 4.14424 1.16465 0.500
H 2.52273 1.80560 1.31918 0.517
N 0.55083 -3.15431 -0.30897 -0.469
C 0.27301 -2.04317 -0.17547 0.763
```

As for the total energy: -6333.004586 Eh. Its charge is +3. The frontier orbital gap (alpha / beta) comes out at 4.357 / 4.358 eV.